Record 1
The following is a DFT calculation (ωB97M-V/def2-TZVPD) of one molecule with the formula C19H20ClFN4O2S in a non-equilibrium geometry.

Summary:
* HOMO: -9.28 eV
* SMILES: C=CCN(C(=O)c1csnn1)[C@H](C(=O)NC1CCCC1)c1c(F)cccc1Cl
* F_max: 1.74 eV Å⁻¹
* energy relative to the best compared isomer or geometry (same formula, charge and spin): 0.0 kcal/mol
* charge: 0
* Kohn-Sham gap: 9.61 eV

```
48
Properties=species:S:1:pos:R:3:forces:R:3
C -1.735 -3.044 -2.216 -0.01 -0.12 -0.12
C -0.919 -2.142 -1.705 0.07 0.16 0.04
C -1.368 -0.809 -1.179 -0.23 -0.13 -0.48
N -0.797 -0.531 0.127 0.29 0.35 0.07
C -1.230 -1.064 1.289 0.18 0.18 0.17
O -0.710 -0.801 2.365 -0.22 -0.10 0.14
C -2.348 -2.042 1.263 -0.05 -0.94 1.39
C -2.531 -2.939 2.298 -0.25 -0.05 -0.27
S -3.920 -3.858 1.980 0.91 0.57 0.19
N -4.180 -3.028 0.561 -1.46 -0.84 -0.44
N -3.316 -2.154 0.332 0.23 0.86 -0.70
H -1.927 -3.063 3.172 0.22 0.08 0.19
C 0.312 0.404 0.204 -0.27 0.03 0.19
C 1.454 -0.040 -0.680 -0.01 0.09 -0.01
C 1.696 0.494 -1.943 0.27 -0.16 -0.01
C 2.724 0.062 -2.761 -0.11 0.09 0.01
C 3.553 -0.953 -2.318 -0.15 0.09 0.05
C 3.344 -1.521 -1.075 -0.05 -0.09 0.18
C 2.307 -1.071 -0.272 0.15 0.12 -0.32
Cl 2.062 -1.827 1.264 0.07 -0.05 -0.01
H 3.978 -2.317 -0.720 0.05 -0.08 0.06
H 4.357 -1.304 -2.944 0.08 -0.04 -0.06
H 2.853 0.520 -3.728 0.00 0.06 -0.10
F 0.908 1.481 -2.414 -0.01 -0.16 0.01
C -0.178 1.843 -0.064 0.39 -0.32 0.27
O -1.314 2.099 -0.388 -0.38 0.00 -0.08
N 0.778 2.763 0.163 0.20 0.16 0.12
H 1.706 2.467 0.424 -0.07 -0.16 0.02
C 0.570 4.183 -0.024 -0.21 0.03 -0.16
C 0.883 4.963 1.271 -0.02 0.15 0.03
H 1.172 4.259 2.053 -0.05 -0.01 0.02
H 0.012 5.509 1.626 -0.05 -0.04 0.09
C 2.045 5.906 0.935 0.09 -0.03 0.06
H 1.660 6.887 0.653 0.03 0.07 0.00
H 2.725 6.036 1.775 0.00 0.10 0.03
C 2.719 5.261 -0.274 -0.10 0.19 -0.06
H 3.334 5.964 -0.834 0.12 -0.04 -0.01
H 3.353 4.431 0.045 0.09 -0.06 0.01
C 1.532 4.746 -1.082 0.05 -0.04 0.02
H 1.803 3.990 -1.817 -0.07 -0.01 -0.09
H 1.054 5.575 -1.603 -0.01 0.08 -0.05
H -0.473 4.283 -0.329 0.15 0.00 0.05
H 0.641 0.372 1.254 -0.04 0.06 -0.33
H -1.047 -0.012 -1.852 -0.06 -0.01 0.10
H -2.457 -0.774 -1.119 0.24 0.13 -0.16
H 0.146 -2.333 -1.641 0.12 -0.10 -0.02
H -1.376 -3.986 -2.594 0.13 -0.15 -0.08
H -2.796 -2.872 -2.277 -0.24 0.07 0.04
```
Positions in Å, forces in eV/Å.

=====

Record 2
The following is a DFT calculation (ωB97M-V/def2-TZVPD) of one molecule with the formula C19H20ClN3O4S in a non-equilibrium geometry.

Summary:
* HOMO: -8.16 eV
* SMILES: Cc1ccc(Cl)cc1N1CCN(S(=O)(=O)c2ccc3c(c2)oc(=O)n3C)CC1
* F_max: 7.02 eV Å⁻¹
* energy relative to the best compared isomer or geometry (same formula, charge and spin): 0.0 kcal/mol
* charge: 0
* Kohn-Sham gap: 8.26 eV

```
48
Properties=species:S:1:pos:R:3:forces:R:3
O -3.859 -4.732 1.297 0.33 2.24 -0.69
O -2.650 3.114 -1.253 -0.14 0.60 -3.54
O -3.142 3.055 1.047 1.25 -2.88 -0.81
Cl 4.317 2.465 4.032 -0.17 -0.25 -1.85
O -3.920 -2.496 1.529 0.56 1.03 0.25
C -3.777 -3.606 0.801 -1.33 -6.64 1.85
C 5.162 1.924 1.404 2.53 -0.30 -0.90
C -3.112 -1.393 -1.677 1.04 3.97 0.48
C 2.890 1.414 1.875 0.39 -1.52 0.29
C 5.161 1.097 0.251 -1.75 0.47 1.51
C -2.836 -0.023 -1.571 0.18 1.03 0.16
C -3.349 -0.105 0.832 0.16 -0.72 0.46
C 4.132 1.918 2.305 -1.50 -0.21 0.03
C -3.492 -1.514 0.672 -0.10 3.42 0.43
C -3.339 -2.098 -0.536 0.36 2.82 -3.73
C 2.704 0.671 0.630 2.17 2.38 1.13
C 3.913 0.489 -0.133 0.95 0.16 0.20
C -2.965 0.655 -0.340 -1.14 -1.70 1.76
N -3.599 -3.386 -0.546 0.80 -2.60 0.60
N 1.439 0.318 0.171 -1.79 -1.33 -0.19
N -0.876 2.113 0.119 -1.95 -0.68 1.16
C 3.952 -0.279 -1.426 -0.92 0.42 0.81
C -2.656 -4.280 -1.313 -0.91 -2.12 2.20
C 0.279 0.103 1.106 0.45 1.78 -0.44
C 0.946 0.825 -1.150 0.16 0.37 1.40
C -0.411 1.464 1.382 0.99 -0.22 -0.48
C 0.056 2.139 -1.011 1.01 -1.49 1.02
S -2.525 2.354 -0.094 0.99 1.17 3.17
H 6.108 2.481 1.540 -0.63 -0.46 0.58
H -3.181 -1.542 -2.704 -0.07 -2.10 -1.38
H 2.152 1.357 2.671 -0.33 0.19 -0.40
H 6.185 0.925 -0.181 -1.61 0.13 -0.22
H -2.518 0.494 -2.512 -0.58 -0.15 1.16
H -3.457 0.309 1.887 0.04 -0.18 -1.79
H 4.814 -0.867 -1.545 1.33 -0.90 0.29
H 3.099 -0.925 -1.520 -0.51 -0.19 -0.31
H 4.029 0.430 -2.215 -0.42 0.53 -1.01
H -3.113 -5.297 -1.399 0.01 1.06 -0.24
H -2.396 -3.890 -2.274 0.01 0.44 -0.26
H -1.790 -4.510 -0.648 -0.25 0.66 -0.68
H 0.456 -0.440 2.015 1.18 0.23 0.67
H -0.468 -0.550 0.722 -0.49 -0.57 -1.45
H 1.857 1.055 -1.724 -0.69 -0.03 -0.12
H 0.333 0.023 -1.648 0.62 0.71 0.46
H -1.109 1.371 2.227 -0.49 0.28 -0.87
H 0.351 2.134 1.738 0.42 0.33 0.42
H -0.376 2.181 -1.969 -1.35 0.43 -0.92
H 0.579 3.057 -0.863 1.20 0.39 -0.19
```
Positions in Å, forces in eV/Å.

=====

Record 3
The following is a DFT calculation (ωB97M-V/def2-TZVPD) of one molecule with the formula C19H20ClN5O2S2 in a non-equilibrium geometry.

Summary:
* HOMO: -8.55 eV
* SMILES: O=S(=O)(Nc1cscn1)c1cnc(N[C@@H]2CCN(Cc3ccccc3)C2)c(Cl)c1
* F_max: 4.67 eV Å⁻¹
* energy relative to the best compared isomer or geometry (same formula, charge and spin): 73.3 kcal/mol
* charge: 0
* Kohn-Sham gap: 8.65 eV

```
49
Properties=species:S:1:pos:R:3:forces:R:3
O -2.672 -5.855 0.243 0.54 1.30 -0.26
O -4.445 -5.075 1.658 0.22 1.34 -1.68
Cl -3.346 0.656 1.315 0.59 -0.81 0.02
N -4.210 -5.057 -2.960 0.92 -0.08 -2.32
N -0.660 -2.367 1.834 -1.43 -2.71 -0.88
S -2.131 -3.775 -3.896 -1.32 -0.88 1.14
C -3.494 -4.878 -4.044 -0.23 -0.07 -0.17
C -2.591 -3.581 -2.210 0.64 0.28 -0.37
C -3.685 -4.326 -1.956 0.01 0.14 -1.17
C -1.380 -3.440 1.454 0.80 0.77 0.40
C -1.217 -1.163 1.710 0.47 0.77 0.54
C 4.091 5.299 -2.047 0.78 -1.55 -0.55
C 4.476 3.937 -2.195 -0.10 -0.17 0.94
C 3.555 5.719 -0.849 -0.42 -0.84 0.96
C 4.299 3.017 -1.108 -1.04 2.12 -0.68
C 3.336 4.813 0.221 -0.01 0.08 -0.97
C -3.288 -2.044 0.909 0.66 0.81 0.43
C -2.555 -0.924 1.306 -0.67 -0.77 -0.48
C 3.629 3.450 0.073 1.31 0.81 -0.61
C -2.668 -3.294 0.981 -0.61 -0.14 -0.86
N 1.901 2.165 1.149 -0.69 0.24 0.04
N -0.300 -0.273 2.118 0.73 1.35 0.76
N -4.436 -4.436 -0.822 0.03 1.23 2.35
C 3.315 2.533 1.222 -0.96 -0.35 -0.39
C 1.388 1.414 -0.019 0.58 0.15 1.06
C 1.179 1.714 2.358 0.58 0.30 -0.74
C -0.085 1.374 0.331 -0.82 0.56 -0.94
C -0.147 1.147 1.829 -0.93 -0.11 0.65
S -3.552 -4.744 0.544 -0.78 -3.59 2.88
H -3.755 -5.391 -4.989 0.38 0.52 0.62
H -2.051 -3.008 -1.464 0.04 0.04 -0.58
H -0.907 -4.426 1.522 -0.21 0.42 -0.02
H 4.291 5.975 -2.888 -0.30 -0.14 0.47
H 4.929 3.599 -3.152 -0.34 0.22 0.89
H 3.234 6.733 -0.738 0.03 0.51 0.14
H 4.590 1.997 -1.246 0.11 -0.49 0.09
H 2.901 5.160 1.170 0.14 -0.10 -0.55
H -4.314 -1.940 0.574 0.09 -0.04 0.01
H 0.492 -0.771 2.500 0.09 0.24 -0.14
H -5.175 -5.111 -0.933 -0.31 -0.22 0.20
H 3.540 3.028 2.175 -0.24 -0.12 -0.15
H 3.916 1.643 1.146 0.70 -0.60 0.11
H 1.652 1.903 -0.967 -0.24 -0.03 0.36
H 1.782 0.387 -0.043 0.18 -0.11 -0.10
H 1.738 0.957 2.917 0.04 -0.14 0.17
H 0.988 2.575 3.008 0.18 -0.20 0.04
H -0.502 2.377 0.177 -0.04 -0.23 -0.40
H -0.668 0.620 -0.244 0.32 0.58 0.38
H -0.985 1.686 2.327 0.50 -0.27 -0.62
```
Positions in Å, forces in eV/Å.

=====

Record 4
The following is a DFT calculation (ωB97M-V/def2-TZVPD) of a 2-piece molecular cluster, C19H20F3N2 overall in a non-equilibrium geometry.

Summary:
* HOMO: -10.87 eV
* F_max: 2.06 eV Å⁻¹
* energy relative to the best compared isomer or geometry (same formula, charge and spin): 55.5 kcal/mol
* charge: +1
* Kohn-Sham gap: 5.17 eV

```
44
Properties=species:S:1:pos:R:3:forces:R:3
C -2.516 1.758 1.877 -0.47 -0.08 -0.16
N -1.149 2.181 1.961 0.34 -0.88 0.20
C -0.799 3.583 2.010 -0.31 0.43 -0.11
C 0.713 3.552 2.152 0.16 0.43 0.25
N 1.044 2.168 1.894 -0.45 -0.94 -0.46
C 2.380 1.702 2.097 0.64 -0.09 0.14
C -0.061 1.362 1.785 -0.24 1.55 -0.40
C -0.115 0.017 1.430 0.70 0.08 0.22
H -2.657 0.797 2.390 -0.02 0.30 -0.07
H -3.148 2.518 2.360 0.20 -0.35 -0.11
H -2.860 1.656 0.835 0.03 0.01 0.17
H -1.098 4.097 1.082 -0.02 -0.15 0.19
H -1.298 4.084 2.849 0.11 -0.12 -0.19
H 1.205 4.211 1.428 -0.01 -0.13 0.14
H 1.027 3.864 3.158 0.05 -0.17 -0.12
H 2.510 0.715 1.649 0.08 0.20 0.05
H 3.083 2.406 1.636 -0.10 -0.23 -0.04
H 2.642 1.644 3.166 -0.14 -0.04 -0.19
H 0.837 -0.502 1.318 -0.54 -0.17 0.47
H -1.046 -0.497 1.619 0.30 -0.20 0.14
F 3.020 -0.619 -4.290 -1.21 0.63 0.81
C 2.003 -0.084 -3.534 0.69 -0.31 -0.67
C 1.750 1.284 -3.641 0.04 -0.46 0.27
C 0.705 1.774 -2.867 -0.42 0.94 -0.04
F 0.394 3.110 -2.971 0.32 -1.43 0.14
C -0.033 0.988 -2.001 0.30 -0.79 -0.02
C 0.273 -0.410 -1.861 0.90 1.58 -0.97
C -0.476 -1.123 -0.878 -1.45 0.23 -0.40
C -0.608 -2.542 -0.721 0.14 -1.20 0.85
C -1.765 -3.031 -0.030 0.50 0.58 -0.19
C -1.957 -4.380 0.222 -0.04 -0.11 -0.14
C -1.044 -5.330 -0.249 0.04 0.54 0.13
C 0.067 -4.865 -0.949 0.72 -0.46 -0.59
F 0.944 -5.791 -1.463 -0.84 1.01 0.64
C 0.337 -3.521 -1.165 -0.46 0.15 0.18
C 1.283 -0.939 -2.719 -0.39 -0.09 0.51
H 2.345 1.921 -4.289 -0.18 -0.11 0.10
H -0.865 1.416 -1.447 0.30 0.05 0.05
H -1.273 -0.524 -0.414 0.31 -0.58 -0.69
H -2.515 -2.302 0.290 0.25 -0.27 0.01
H -2.836 -4.705 0.780 0.27 0.09 -0.21
H -1.173 -6.392 -0.053 0.06 0.23 -0.15
H 1.255 -3.239 -1.675 -0.30 -0.41 0.42
H 1.474 -2.010 -2.769 0.18 0.74 -0.14
```
Positions in Å, forces in eV/Å.

=====

Question: Which of these has the highest Kohn-Sham gap?
Answer: C19H20ClFN4O2S

=====

Question: Which of these has the highest Kohn-Sham gap?
Answer: C19H20ClFN4O2S

=====

Question: The highest charge belongs to which entry?
Answer: C19H20F3N2